<A>
This record from the Open Molecules 2025 dataset describes C14H14ClNNiO2 as an isolated structure. The level of theory is ωB97M-V/def2-TZVPD.

Geometry as XYZ:
```
33
Properties=species:S:1:pos:R:3
C 1.934 -2.114 1.852
C 2.022 -2.200 0.432
C 0.705 -2.398 -0.075
H 2.934 -2.174 -0.148
C -0.200 -2.354 1.030
C 0.561 -2.188 2.227
H 0.173 -2.182 3.239
H 2.751 -2.023 2.561
H 0.429 -2.599 -1.095
H -1.254 -2.564 0.993
Ni 0.750 -0.653 0.953
Cl 2.091 0.937 0.612
C 1.181 1.882 -2.285
C -0.077 1.253 -2.629
C 0.241 0.017 -3.311
H -1.053 1.720 -2.632
C 1.642 -0.045 -3.476
C 2.223 1.106 -2.835
H 3.286 1.363 -2.837
H 1.274 2.808 -1.716
H -0.510 -0.679 -3.690
H 2.200 -0.782 -4.062
O -1.040 0.831 -0.803
C -1.383 1.017 0.376
C -2.524 1.880 0.865
C -2.691 1.460 2.312
C -1.561 0.448 2.565
O -1.396 -0.187 3.599
N -0.749 0.395 1.422
H -2.244 2.939 0.778
H -3.435 1.737 0.272
H -2.592 2.310 3.002
H -3.686 1.039 2.504
```

The HOMO energy (spin up / spin down) is 1.43 / 1.43 eV. Its spin multiplicity is 3. The expectation value of S² is 2.01. The LUMO energy (spin up / spin down) comes out at 5.516 / 5.503 eV. The charge is -2.

What are the Löwdin partial charges on each atom? They are as follows, in elementary charge units: -0.1891, -0.2036, -0.1496, 0.0996, -0.2100, -0.1994, 0.0928, 0.0965, 0.1026, 0.1028, 0.1545, 0.0988, -0.2662, -0.2552, -0.2285, 0.0555, -0.2537, -0.2660, 0.0376, 0.0423, 0.0359, 0.0264, -0.0206, -0.4547, -0.1080, -0.1214, -0.4663, -0.0082, 0.0255, 0.1155, 0.1077, 0.1051, 0.1015

<B>
This record from the Open Molecules 2025 dataset describes C14H14ClNNiO2 as an isolated structure. The level of theory is ωB97M-V/def2-TZVPD.

Geometry as XYZ:
```
33
Properties=species:S:1:pos:R:3
C -3.451 -1.714 0.083
C -3.211 -0.309 -0.051
C -2.319 0.096 0.997
H -3.719 0.345 -0.742
C -2.015 -1.064 1.791
C -2.719 -2.183 1.229
H -2.722 -3.186 1.609
H -4.108 -2.306 -0.523
H -2.037 1.105 1.235
H -1.501 -1.063 2.732
Ni -1.428 -1.305 -0.098
Cl -1.493 -2.570 -1.900
C 1.750 2.748 -2.424
C 2.038 3.107 -1.075
C 1.026 4.006 -0.630
H 2.893 2.764 -0.488
C 0.098 4.189 -1.699
C 0.548 3.413 -2.811
H 0.068 3.352 -3.790
H 2.356 2.090 -3.051
H 0.984 4.482 0.352
H -0.788 4.828 -1.678
O 1.351 0.398 -0.187
C 1.391 -0.706 0.312
C 2.612 -1.336 0.978
C 2.154 -2.688 1.462
C 0.685 -2.773 1.074
O -0.054 -3.704 1.355
N 0.334 -1.612 0.365
H 3.417 -1.430 0.225
H 2.928 -0.695 1.825
H 2.693 -3.513 0.956
H 2.237 -2.765 2.565
```

The HOMO energy (spin up / spin down) is 0.21 / 0.21 eV. Its spin multiplicity is 3. The expectation value of S² is 2.01. The LUMO energy (spin up / spin down) comes out at 5.446 / 5.430 eV. The charge is -2.

What are the Löwdin partial charges on each atom? They are as follows, in elementary charge units: -0.2391, -0.1800, -0.1696, 0.0996, -0.1894, -0.1754, 0.0939, 0.0805, 0.1035, 0.1020, 0.2107, -0.0519, -0.2323, -0.2491, -0.2395, 0.0480, -0.2468, -0.2366, 0.0373, 0.0471, 0.0352, 0.0320, 0.0693, -0.4781, -0.1169, -0.1287, -0.4974, 0.0017, 0.0123, 0.1165, 0.1152, 0.1141, 0.1119

Of them, <B> has the highest stability.

<A>
This record from the Open Molecules 2025 dataset describes CHN2OS as an isolated structure. The level of theory is ωB97M-V/def2-TZVPD.

Geometry as XYZ:
```
6
Properties=species:S:1:pos:R:3
C -2.524 0.120 0.103
N -3.505 0.712 0.270
N -1.450 -0.575 0.015
O -1.308 -1.720 -0.651
S -0.336 0.823 -0.493
H -0.783 0.556 -1.800
```

The HOMO energy is -2.96 eV. The LUMO energy comes out at 3.608 eV. The charge is -1.

What are the Löwdin partial charges on each atom? They are as follows, in elementary charge units: -0.6101, 0.0676, -0.6040, -0.3472, 0.6109, -0.1172

<B>
This record from the Open Molecules 2025 dataset describes CHN2OS as an isolated structure. The level of theory is ωB97M-V/def2-TZVPD.

Geometry as XYZ:
```
6
Properties=species:S:1:pos:R:3
C -2.509 -0.465 -0.028
N -1.962 -1.050 -0.902
N -1.037 1.683 0.338
O -2.718 0.305 0.841
S -0.530 0.809 -0.732
H 0.794 -0.068 -0.331
```

The HOMO energy is -3.53 eV. The LUMO energy comes out at 3.900 eV. The charge is -1.

What are the Löwdin partial charges on each atom? They are as follows, in elementary charge units: -0.7878, -0.0613, -0.5207, -0.0777, 0.5605, -0.1130

Of them, <B> has the highest stability.